Here is C8H14FIN as an isolated structure in a non-equilibrium geometry from the OMol25 dataset. Energies are from ωB97M-V/def2-TZVPD.

Geometry as XYZ:
```
25
Properties=species:S:1:pos:R:3:mulliken_charge:R:1
C -0.756 1.748 -1.780 0.296
C 0.204 0.447 0.177 0.675
C -1.397 -0.361 -0.566 -0.678
C 1.489 -0.238 -0.136 -1.373
C 0.513 2.694 1.278 -1.197
C -1.335 -2.867 -0.500 -1.135
C 0.034 1.247 1.424 -0.564
C -1.269 -1.615 -1.369 -0.540
N -0.633 0.797 -0.950 0.431
F -1.744 1.745 -2.619 -0.158
I -3.230 0.072 0.399 0.252
H -0.076 2.593 -1.857 0.393
H 2.017 -0.464 0.786 0.409
H 2.120 0.416 -0.741 0.342
H 1.352 -1.166 -0.683 0.377
H 0.498 3.169 2.256 0.389
H -0.144 3.266 0.627 0.314
H 1.526 2.734 0.891 0.350
H -2.195 -2.838 0.163 0.338
H -0.441 -2.976 0.109 0.286
H -1.427 -3.743 -1.133 0.383
H -1.017 1.260 1.725 0.184
H 0.595 0.748 2.215 0.434
H -2.094 -1.635 -2.088 0.383
H -0.337 -1.602 -1.942 0.409
```

## Properties
electronic energy: -765.2019 Ha
net charge: +1
highest occupied orbital energy: -12.912 eV
LUMO: -4.6 eV
ΔE to the lowest compared entry with this formula, charge and spin: 31.6 kcal/mol
gap between HOMO and LUMO: 8.35 eV

---

Here is a 7-piece molecular cluster, C11H34F5NO8SSi overall from the OMol25 dataset. Energies are from ωB97M-V/def2-TZVPD.

Geometry as XYZ:
```
61
Properties=species:S:1:pos:R:3:mulliken_charge:R:1
C -0.459 -0.707 3.279 -1.446
C -0.323 -2.099 2.644 0.199
C -1.585 -2.527 1.858 -0.686
C -1.354 -2.921 0.396 -0.817
C -1.007 -1.756 -0.543 -0.027
C 0.430 -1.221 -0.457 -0.406
C 0.747 -0.245 -1.610 -0.847
Si -0.270 1.298 -1.371 0.114
N -1.477 1.479 -2.599 -0.356
C -2.800 2.046 -2.244 -0.263
C -2.757 3.578 -2.109 -0.964
S 1.329 2.882 -1.530 0.986
O 1.763 3.092 -2.894 -0.726
O 2.324 2.463 -0.546 -0.655
C 0.651 4.493 -0.857 0.420
F -0.394 4.170 -0.055 -0.243
F 0.205 5.250 -1.880 -0.264
C 1.683 5.311 -0.043 0.635
F 2.814 5.438 -0.737 -0.222
F 1.950 4.718 1.116 -0.219
F 1.192 6.522 0.203 -0.244
H -0.793 0.041 2.551 0.234
H 0.493 -0.374 3.706 0.304
H -1.191 -0.737 4.097 0.421
H -0.151 -2.813 3.459 0.423
H 0.579 -2.145 2.028 -0.057
H -2.340 -1.734 1.897 0.319
H -2.029 -3.389 2.374 0.319
H -0.577 -3.692 0.316 0.142
H -2.283 -3.372 0.021 0.430
H -1.730 -0.941 -0.378 0.001
H -1.157 -2.100 -1.580 0.336
H 0.587 -0.695 0.493 0.097
H 1.122 -2.072 -0.486 0.226
H 0.548 -0.687 -2.593 0.666
H 1.816 0.007 -1.589 0.512
H -0.803 1.365 0.004 -0.181
H -1.608 0.547 -2.985 0.348
H -3.491 1.782 -3.052 0.520
H -3.197 1.598 -1.322 0.165
H -3.602 4.038 -2.626 0.381
H -1.837 3.964 -2.554 0.116
H -2.799 3.898 -1.066 0.277
O 2.471 1.631 2.345 -0.563
H 3.316 1.676 2.802 0.257
H 2.564 2.230 1.594 0.337
O 2.382 -3.116 4.245 -0.589
H 2.821 -2.961 5.086 0.280
H 3.005 -2.808 3.577 0.305
O 1.709 0.598 -4.676 -0.647
H 1.631 1.179 -3.909 0.376
H 2.395 1.013 -5.206 0.273
O 2.754 -3.746 1.256 -0.636
H 2.911 -4.386 1.961 0.319
H 3.543 -3.783 0.703 0.299
O 1.828 -5.786 -0.767 -0.640
H 1.878 -5.100 -0.090 0.341
H 1.088 -6.340 -0.505 0.318
O -4.558 -1.443 0.541 -0.563
H -4.461 -1.291 -0.404 0.295
H -5.497 -1.323 0.713 0.271
```

## Properties
electronic energy: -2283.2195 Ha
highest occupied orbital energy: -9.944 eV
LUMO: 0.3 eV
structure (SMILES): CCCCCCC[Si@H](NCC)S(=O)(=O)C(F)(F)C(F)(F)F.O.O.O.O.O.O
gap between HOMO and LUMO: 10.25 eV

---

Here is a 2-piece molecular cluster, C4H10N2O2 overall in a non-equilibrium geometry from the OMol25 dataset. Energies are from ωB97M-V/def2-TZVPD.

Geometry as XYZ:
```
18
Properties=species:S:1:pos:R:3:mulliken_charge:R:1
C 0.037 0.470 -2.677 -0.841
C -0.177 -0.993 -2.229 0.516
N -1.131 -1.470 -1.363 -0.364
O 0.455 -1.823 -2.903 -0.632
H 0.326 0.556 -3.722 0.306
H 0.806 1.037 -2.153 0.259
H -0.850 1.078 -2.332 0.311
H -1.313 -2.534 -1.362 0.223
H -1.493 -1.031 -0.619 0.227
C 0.285 0.912 3.291 -0.923
C 0.025 0.183 1.966 0.581
N 0.809 0.288 0.752 -0.320
O -0.983 -0.490 1.797 -0.575
H -0.463 1.727 3.396 0.255
H 1.179 1.409 3.493 0.375
H 0.218 0.067 4.035 0.244
H 0.714 -0.350 -0.019 0.178
H 1.557 0.965 0.648 0.181
```

## Properties
electronic energy: -418.3969 Ha
highest occupied orbital energy: -9.577 eV
LUMO: 0.7 eV
structure (SMILES): CC(N)=O.CC(N)=O
ΔE to the lowest compared entry with this formula, charge and spin: 40.2 kcal/mol
gap between HOMO and LUMO: 10.25 eV

---

Here is C26H30N2O3S in the gas phase in a non-equilibrium geometry from the OMol25 dataset. Energies are from ωB97M-V/def2-TZVPD.

Geometry as XYZ:
```
62
Properties=species:S:1:pos:R:3:mulliken_charge:R:1
C 3.086 5.437 3.707 -1.503
C 3.612 4.490 4.736 1.001
C 4.283 4.971 5.854 -0.727
C 4.832 4.122 6.796 -0.628
C 4.729 2.752 6.628 -0.574
C 4.056 2.249 5.533 -0.626
C 3.478 3.105 4.599 0.402
N 2.813 2.531 3.497 -0.050
C 1.539 2.825 3.091 0.402
O 0.831 3.640 3.647 -0.620
C 1.083 2.050 1.905 0.314
C 1.953 1.522 0.954 -0.647
C 1.462 0.840 -0.139 -1.142
C 0.087 0.660 -0.313 0.952
N -0.361 -0.077 -1.400 -0.151
S -1.875 -0.141 -2.157 1.189
O -1.711 0.456 -3.451 -0.755
O -2.877 0.393 -1.287 -0.668
C -2.036 -1.910 -2.369 -0.275
C -2.047 -2.355 -3.674 -0.252
C -2.137 -3.712 -3.963 0.019
C -2.159 -4.168 -5.412 2.110
C -0.866 -3.705 -6.097 -1.635
C -3.371 -3.534 -6.110 -1.633
C -2.263 -5.689 -5.550 -2.126
C -2.198 -4.582 -2.882 -0.405
C -2.182 -4.142 -1.564 0.432
C -2.241 -5.141 -0.448 -1.945
C -2.110 -2.772 -1.285 0.848
C -2.097 -2.255 0.117 -2.134
C -0.787 1.201 0.629 0.098
C -0.288 1.892 1.713 -1.158
H 3.325 5.086 2.704 0.303
H 2.000 5.499 3.778 0.296
H 3.508 6.429 3.849 0.455
H 4.386 6.040 5.976 0.354
H 5.349 4.527 7.653 0.376
H 5.167 2.077 7.349 0.373
H 3.963 1.180 5.396 0.380
H 3.190 1.646 3.187 0.324
H 3.021 1.670 1.039 0.468
H 2.144 0.445 -0.879 0.331
H 0.354 -0.282 -2.081 0.220
H -1.985 -1.607 -4.447 0.745
H -0.774 -2.623 -6.077 0.332
H 0.000 -4.133 -5.596 0.381
H -0.857 -4.029 -7.135 0.446
H -3.411 -3.852 -7.149 0.444
H -4.291 -3.841 -5.618 0.397
H -3.316 -2.449 -6.086 0.329
H -3.178 -6.061 -5.097 0.424
H -2.279 -5.955 -6.605 0.424
H -1.409 -6.184 -5.093 0.427
H -2.259 -5.645 -3.051 0.442
H -3.172 -5.038 0.108 0.375
H -2.187 -6.155 -0.837 0.374
H -1.417 -4.990 0.247 0.365
H -2.437 -1.226 0.139 0.342
H -2.743 -2.852 0.755 0.550
H -1.087 -2.295 0.526 0.290
H -1.849 1.102 0.488 0.488
H -0.958 2.328 2.438 0.428
```

## Properties
electronic energy: -1742.2095 Ha
highest occupied orbital energy: -8.504 eV
LUMO: 0.5 eV
structure (SMILES): Cc1ccccc1NC(=O)c1ccc(NS(=O)(=O)c2cc(C(C)(C)C)cc(C)c2C)cc1
ΔE to the lowest compared entry with this formula, charge and spin: 5.0 kcal/mol
gap between HOMO and LUMO: 8.97 eV

---

Here is C4H4N2S in the gas phase in a non-equilibrium geometry from the OMol25 dataset. Energies are from ωB97M-V/def2-TZVPD.

Geometry as XYZ:
```
11
Properties=species:S:1:pos:R:3:mulliken_charge:R:1
C -1.960 -1.221 -0.897 -1.048
C -0.947 -1.196 -0.146 0.833
N -0.021 -1.160 0.638 -0.348
C 0.679 -0.155 1.147 -0.122
C 1.275 0.937 0.471 -0.125
N 1.060 1.280 -0.766 -0.262
S 1.652 2.608 -1.318 -0.130
H -1.852 -1.331 -1.902 0.279
H -2.925 -1.092 -0.454 0.248
H 1.222 -0.216 2.080 0.290
H 1.816 1.547 1.147 0.385
```

## Properties
electronic energy: -662.3629 Ha
highest occupied orbital energy (spin up / spin down): -8.216 / -8.205 eV
LUMO (spin up / spin down): -1.8 / -1.8 eV
structure (SMILES): C=C=N/C=C\N=S
ΔE to the lowest compared entry with this formula, charge and spin: 102.1 kcal/mol
gap between HOMO and LUMO (spin up / spin down): 6.46 / 6.45 eV

---

Here is C6H12O in the gas phase in a non-equilibrium geometry from the OMol25 dataset. Energies are from ωB97M-V/def2-TZVPD.

Geometry as XYZ:
```
19
Properties=species:S:1:pos:R:3:mulliken_charge:R:1
C 1.412 0.466 1.958 -0.971
C 0.751 -0.511 1.378 -0.414
C 0.034 -0.308 0.149 1.209
C 0.841 -1.075 -0.960 -1.392
O -1.325 -0.720 1.047 -0.563
C -0.433 1.051 -0.329 -0.653
C -1.505 0.827 -1.396 -1.303
H 1.204 1.494 1.682 0.242
H 2.232 0.216 2.600 0.298
H 0.834 -1.567 1.633 0.349
H 0.235 -1.398 -1.803 0.358
H 1.634 -0.415 -1.380 0.316
H 1.388 -1.929 -0.543 0.441
H -1.468 -1.674 1.119 0.289
H -0.867 1.543 0.543 0.439
H 0.363 1.699 -0.729 0.357
H -2.245 0.124 -1.004 0.311
H -1.079 0.412 -2.317 0.307
H -2.004 1.765 -1.647 0.380
```

## Properties
electronic energy: -310.9557 Ha
highest occupied orbital energy: -8.788 eV
LUMO: 0.9 eV
structure (SMILES): C=C[C@@](C)(O)CC
ΔE to the lowest compared entry with this formula, charge and spin: 65.0 kcal/mol
gap between HOMO and LUMO: 9.65 eV

---

Here is a 3-piece molecular cluster, C31H58F3N8O3P3S overall in a non-equilibrium geometry from the OMol25 dataset. Energies are from ωB97M-V/def2-TZVPD.

Geometry as XYZ:
```
107
Properties=species:S:1:pos:R:3:mulliken_charge:R:1
C 0.322 2.842 0.997 -0.680
C 0.920 2.010 0.015 -0.237
C 1.608 1.128 -1.214 0.204
C 2.848 0.171 -0.732 -0.626
C 2.422 -1.334 -0.242 -0.878
C 1.307 -2.072 -1.213 0.132
C -0.225 -2.176 -0.643 0.318
P -0.796 -1.558 1.081 0.448
S -1.841 0.083 1.019 -0.402
C -1.344 -2.872 -1.658 -0.075
C -2.897 -2.924 -1.101 -0.641
C -3.174 -4.391 -0.424 -0.350
C -1.792 -5.324 -0.299 -0.808
C -0.919 -3.459 -3.165 0.163
C -1.988 -4.137 -4.218 -0.496
O -3.041 -4.951 -3.593 -0.203
C -4.351 -4.772 -4.238 0.777
F -4.873 -3.386 -4.230 -0.230
F -5.356 -5.593 -3.466 -0.256
F -4.345 -5.288 -5.627 -0.241
C 0.674 -3.313 -3.650 -0.075
N 0.992 -3.830 -5.026 -0.440
C 2.427 -3.627 -5.420 -0.446
C 3.495 -2.908 -4.427 0.503
C 5.044 -2.709 -5.027 -0.888
N 3.259 -2.396 -3.035 -0.403
C 1.808 -2.623 -2.709 0.445
H -0.518 3.485 1.548 0.306
H 2.082 1.944 -1.944 0.169
H 0.773 0.593 -1.835 0.230
H 3.386 0.748 0.163 0.380
H 3.649 0.122 -1.608 0.303
H 2.133 -1.391 0.914 0.388
H 3.407 -2.002 -0.332 0.350
H -1.647 -2.619 1.638 0.038
H 0.266 -1.372 2.037 0.034
H -3.584 -2.872 -2.077 0.081
H -3.208 -2.004 -0.447 0.316
H -3.742 -4.291 0.602 0.295
H -3.897 -5.032 -1.123 0.202
H -2.170 -6.335 0.211 0.355
H -0.993 -4.849 0.418 0.158
H -1.368 -5.646 -1.350 0.207
H -1.438 -4.856 -4.997 0.262
H -2.403 -3.241 -4.885 0.326
H 2.783 -3.961 -6.491 0.257
H 5.267 -1.547 -4.882 0.248
H 5.834 -3.378 -4.480 0.258
H 5.000 -2.875 -6.197 0.305
C -0.969 -1.435 7.064 -1.211
N -1.845 -1.422 5.916 0.439
C -1.605 -0.234 5.093 -1.021
P -2.612 -2.715 5.142 0.848
O -1.429 -2.959 4.174 -0.892
N -2.401 -4.230 5.917 0.252
C -1.809 -4.446 7.221 -1.149
C -2.039 -5.349 5.040 -1.030
N -3.973 -2.435 6.254 0.038
C -4.188 -1.349 7.193 -0.908
C -5.015 -3.453 6.356 -1.026
H -1.010 -0.470 7.584 0.371
H 0.068 -1.637 6.786 0.293
H -1.270 -2.135 7.831 0.405
H -2.563 0.202 4.795 0.334
H -1.041 -0.475 4.189 0.090
H -1.053 0.548 5.624 0.361
H -0.739 -4.215 7.223 0.321
H -1.919 -5.490 7.541 0.411
H -2.325 -3.869 7.992 0.243
H -0.959 -5.369 4.834 0.278
H -2.573 -5.283 4.086 0.290
H -2.321 -6.311 5.484 0.371
H -3.654 -1.527 8.131 0.258
H -5.249 -1.229 7.446 0.352
H -3.895 -0.377 6.787 0.253
H -4.878 -4.065 7.249 0.302
H -5.014 -4.114 5.482 0.285
H -6.016 -3.010 6.396 0.405
C 4.158 7.508 -1.479 -1.236
N 4.073 6.776 -2.721 0.401
C 5.402 6.341 -3.161 -1.143
P 2.764 5.928 -3.375 0.868
O 3.156 4.602 -2.679 -0.881
N 1.310 6.069 -2.477 0.237
C 1.078 6.967 -1.365 -1.181
C 0.589 4.815 -2.232 -1.109
N 2.313 7.453 -4.176 -0.031
C 3.046 8.703 -4.258 -0.898
C 0.987 7.561 -4.779 -1.020
H 4.924 8.289 -1.551 0.397
H 4.403 6.857 -0.636 0.324
H 3.264 8.067 -1.243 0.399
H 5.509 6.528 -4.234 0.372
H 5.559 5.276 -2.980 0.231
H 6.213 6.882 -2.663 0.361
H 1.676 6.692 -0.491 0.324
H 0.025 6.957 -1.058 0.400
H 1.269 8.005 -1.646 0.268
H 1.001 4.272 -1.370 0.276
H 0.638 4.161 -3.110 0.311
H -0.476 4.997 -2.045 0.410
H 2.897 9.307 -3.358 0.252
H 2.722 9.313 -5.110 0.362
H 4.117 8.553 -4.423 0.258
H 0.308 8.118 -4.131 0.304
H 0.553 6.573 -4.967 0.299
H 1.022 8.065 -5.751 0.401
```

## Properties
electronic energy: -3600.6784 Ha
highest occupied orbital energy: -7.698 eV
LUMO: -1.3 eV
structure (SMILES): C#CCCCc1c([PH2]=S)c(CCC)c(COC(F)(F)F)c2ncc(C)nc12.CN(C)P(=O)(N(C)C)N(C)C.CN(C)P(=O)(N(C)C)N(C)C
gap between HOMO and LUMO: 6.35 eV

---

Here is C35H28F4N6S3Y as an isolated structure from the OMol25 dataset. Energies are from ωB97M-V/def2-TZVPD.

Geometry as XYZ:
```
77
Properties=species:S:1:pos:R:3:mulliken_charge:R:1
Y -0.396 1.041 -0.371 0.533
C -1.721 4.060 -1.625 -1.399
N -1.831 3.147 -0.477 0.563
C -3.237 2.742 -0.323 -0.889
C -1.367 3.876 0.727 -1.178
C -1.490 3.054 1.998 -1.180
N -1.028 1.703 1.710 1.409
C -1.029 0.765 2.711 -0.979
C -1.187 -0.575 2.350 0.299
F -1.433 -0.827 1.009 -0.520
C -1.060 -1.639 3.210 0.310
F -1.190 -2.880 2.729 -0.374
C -0.804 -1.419 4.548 -0.485
C -0.675 -0.106 4.956 0.386
F -0.406 0.157 6.236 -0.382
C -0.779 0.958 4.079 0.585
F -0.555 2.195 4.552 -0.440
H -2.321 4.961 -1.454 0.421
H -0.680 4.348 -1.767 0.426
H -2.081 3.572 -2.529 0.291
H -3.881 3.607 -0.126 0.334
H -3.577 2.267 -1.243 0.168
H -3.343 2.036 0.501 0.280
H -0.320 4.135 0.549 0.401
H -1.928 4.813 0.837 0.414
H -0.912 3.564 2.770 0.452
H -2.529 3.045 2.350 0.483
H -0.715 -2.236 5.249 0.536
S -1.707 -3.103 -4.731 -0.047
C -1.498 -4.103 -6.100 -0.445
C -0.337 -4.808 -6.037 -0.546
C 0.399 -4.535 -4.856 -0.598
C -0.213 -3.621 -4.045 0.307
C 0.268 -3.098 -2.766 0.404
C -0.082 -1.801 -2.348 -0.123
N 0.333 -1.241 -1.230 0.575
C 1.177 -1.943 -0.435 -0.295
C 1.558 -3.255 -0.737 0.903
C 2.409 -3.975 0.169 -1.146
C 2.852 -3.400 1.304 -1.250
C 2.506 -2.043 1.624 1.160
C 2.945 -1.412 2.796 -0.710
C 2.600 -0.103 3.053 0.577
C 1.839 0.560 2.075 -0.649
N 1.389 -0.013 0.977 0.479
C 1.699 -1.310 0.746 -0.433
C 2.938 0.568 4.309 0.063
C 3.079 -0.008 5.541 -0.432
C 3.360 0.935 6.561 -0.716
C 3.426 2.208 6.083 -0.433
S 3.147 2.274 4.402 -0.066
C 1.078 -3.826 -1.924 -0.742
H -2.247 -4.121 -6.875 0.429
H -0.015 -5.495 -6.805 0.420
H 1.361 -4.973 -4.631 0.429
H -0.718 -1.200 -2.983 -0.194
H 2.681 -4.993 -0.079 0.459
H 3.485 -3.947 1.991 0.478
H 3.558 -1.961 3.500 0.610
H 1.539 1.591 2.231 0.292
H 2.954 -1.068 5.717 0.433
H 3.499 0.681 7.601 0.417
H 3.628 3.114 6.631 0.476
H 1.346 -4.847 -2.168 0.539
C -2.808 0.479 -3.506 -1.380
C -1.479 1.109 -3.805 0.686
C -1.120 1.470 -5.088 -0.808
C 0.106 2.110 -5.237 -0.349
N 0.915 2.382 -4.224 -0.639
C 0.520 1.997 -3.009 0.369
S 1.546 2.330 -1.642 -0.437
N -0.657 1.354 -2.776 0.501
H -3.173 -0.093 -4.356 0.460
H -3.542 1.259 -3.291 0.287
H -2.759 -0.180 -2.636 0.294
H -1.766 1.267 -5.929 0.492
H 0.453 2.426 -6.214 0.434
```

## Properties
electronic energy: -3311.4386 Ha
net charge: +1
highest occupied orbital energy: -10.392 eV
LUMO: -3.3 eV
ΔE to the lowest compared entry with this formula, charge and spin: 0.0 kcal/mol
gap between HOMO and LUMO: 7.07 eV